[1]
The following is a DFT calculation (ωB97M-V/def2-TZVPD) of 2 unconnected molecules or ions with the total composition C5H11NO2.

The geometry in XYZ format:
```
19
Properties=species:S:1:pos:R:3:forces:R:3
O 1.93302 1.09706 0.97963 0.281 -0.196 0.258
C 1.07601 1.33521 0.17418 0.088 0.219 0.014
C -0.01209 0.38365 -0.21770 -0.387 0.448 0.197
C -0.53394 -0.52566 0.88581 0.577 -0.104 -0.311
C -1.75681 -1.07387 0.19685 -0.787 -0.027 -0.491
C -2.37500 0.21056 -0.38088 0.047 0.122 0.315
N -1.22771 1.14255 -0.58104 -0.078 -0.430 -0.520
H 1.06782 2.31905 -0.33415 -0.126 0.020 -0.104
H 0.36287 -0.21149 -1.04940 0.203 -0.235 -0.122
H -0.85092 0.13792 1.68316 0.038 -0.046 0.456
H 0.19994 -1.24476 1.24448 -0.088 0.014 -0.070
H -2.46041 -1.63003 0.80935 -0.008 0.069 0.301
H -1.51746 -1.73064 -0.64485 0.358 -0.044 0.156
H -2.91631 0.01106 -1.30644 -0.033 0.127 -0.002
H -3.05512 0.67529 0.33677 -0.130 -0.118 -0.079
H -1.19337 1.39359 -1.55998 0.047 0.180 0.009
O 2.25597 -1.93100 -0.70301 0.372 0.144 -0.153
H 3.00105 -1.58112 -0.18832 -0.349 -0.075 -0.174
H 2.52256 -1.82686 -1.62804 -0.024 -0.068 0.321
```
Positions in Å, forces in eV/Å.

Total energy (eV): -10947.812
Total charge: 0
HOMO level (eV): -9.044
ΔE to the lowest compared entry with this formula, charge and spin (kJ/mol): 140.4
Kohn-Sham gap (eV): 9.7
SMILES string: O=C[C@H]1CCCN1.O

[2]
The following is a DFT calculation (ωB97M-V/def2-TZVPD) of a molecular structure, C32H45BBr2N9O2ReS3Se.

The geometry in XYZ format:
```
96
Properties=species:S:1:pos:R:3:forces:R:3
Re 0.67820 -0.88330 -0.60650 0.403 0.289 -0.837
C -1.96086 -2.74303 -3.17072 -0.007 -0.048 -0.001
C -3.34792 -2.30626 -2.71603 -0.033 0.066 0.046
C -3.92886 -3.23669 -1.65250 0.007 -0.012 0.003
C -4.27884 -2.30702 -3.92465 -0.015 -0.037 -0.027
N -3.28146 -0.91254 -2.15773 0.110 -0.038 -0.075
C -3.94277 0.17260 -2.70520 -0.058 -0.028 0.025
C -3.70589 1.23019 -1.90745 -0.029 0.001 0.060
N -2.89834 0.81065 -0.87478 0.116 -0.046 -0.119
B -2.47837 1.80809 0.23303 0.037 -0.132 0.094
N -2.36055 1.01863 1.58983 -0.113 0.272 0.114
C -3.48212 0.36906 2.02187 0.010 -0.037 -0.014
C -3.19266 -0.23501 3.19533 -0.018 -0.064 -0.027
N -1.88548 0.04984 3.49523 0.014 0.013 0.023
C -1.38925 0.82102 2.49297 0.141 -0.083 -0.150
S 0.16762 1.59907 2.41342 -0.329 0.382 0.443
C -1.19153 -0.44308 4.74005 -0.042 0.046 -0.055
C -0.67453 0.74218 5.55287 0.012 0.000 0.001
C -0.07916 -1.39383 4.32042 0.028 -0.021 0.000
C -2.20134 -1.20479 5.59209 0.024 -0.043 0.060
N -1.26064 2.67886 -0.13012 -0.049 0.055 -0.095
C -1.18808 3.96039 0.36969 0.008 -0.054 0.060
C -0.07083 4.53349 -0.11095 0.018 0.002 -0.032
N 0.55239 3.60363 -0.92310 0.066 -0.027 0.040
C -0.19305 2.47177 -0.92683 -0.015 0.048 0.085
S 0.09666 1.06120 -1.89933 -0.036 -0.042 -0.023
C 1.81586 3.87774 -1.69629 -0.065 0.019 0.006
C 2.33618 5.26155 -1.31465 -0.001 0.000 -0.016
C 1.48730 3.86894 -3.18765 0.008 0.003 -0.021
C 2.88298 2.84957 -1.33458 0.021 0.014 -0.022
C -2.61431 -0.49399 -1.05972 0.005 0.017 0.112
S -1.56978 -1.41932 0.00900 -0.174 -0.033 -0.110
H -2.04158 -3.72175 -3.64671 0.010 0.012 -0.006
H -1.26381 -2.81623 -2.34156 0.026 0.030 0.018
H -1.54758 -2.03677 -3.89012 0.012 0.012 0.001
H -3.97348 -4.25019 -2.05313 -0.007 0.008 -0.007
H -4.94326 -2.93121 -1.39039 0.008 0.006 0.011
H -3.32178 -3.24943 -0.74936 0.001 0.000 0.000
H -4.34526 -3.33115 -4.28909 -0.004 0.003 -0.007
H -3.89436 -1.69234 -4.73937 0.002 0.004 0.007
H -5.28792 -1.98262 -3.66843 0.002 -0.012 0.003
H -4.53810 0.09972 -3.59335 0.007 0.025 0.004
H -4.05534 2.24517 -1.96995 -0.002 -0.006 -0.015
H -3.39474 2.57204 0.38719 -0.038 -0.031 -0.057
H -4.39574 0.37919 1.45421 -0.009 0.015 0.020
H -3.81274 -0.83929 3.82727 -0.018 0.027 -0.019
H 0.06648 1.32259 5.01150 0.013 -0.005 -0.003
H -0.20483 0.35812 6.45861 -0.016 0.003 0.006
H -1.49636 1.39687 5.84752 -0.002 0.004 -0.027
H 0.59470 -0.92723 3.61091 0.052 0.036 -0.012
H -0.49282 -2.29128 3.86005 -0.007 0.022 -0.003
H 0.50266 -1.68417 5.19641 -0.010 -0.013 -0.006
H -3.04200 -0.58098 5.89799 0.012 0.008 0.006
H -1.68718 -1.52861 6.49603 0.001 -0.011 -0.006
H -2.57149 -2.09911 5.08931 -0.006 0.009 0.002
H -1.93981 4.34695 1.03388 0.003 0.015 -0.009
H 0.31894 5.51870 0.04969 0.001 -0.001 0.013
H 1.65185 6.05903 -1.60612 -0.009 -0.007 0.001
H 3.26999 5.42022 -1.85186 0.000 0.007 0.003
H 2.55185 5.33732 -0.24826 0.007 -0.006 0.000
H 0.73706 4.62778 -3.41657 -0.008 -0.009 -0.001
H 1.12099 2.89786 -3.51245 0.010 0.004 0.001
H 2.39091 4.10394 -3.75139 -0.002 0.005 0.004
H 3.12537 2.89496 -0.27254 -0.001 -0.001 -0.001
H 3.78601 3.08002 -1.90171 0.011 -0.016 0.014
H 2.57033 1.83862 -1.57932 0.007 0.016 -0.006
Br -0.98589 -4.47997 1.92804 0.019 0.008 0.010
C -0.11804 -4.43559 0.22504 -0.019 -0.078 -0.064
Br 1.42976 -3.26257 0.16207 0.030 -0.202 0.062
H -0.81679 -4.06090 -0.51289 -0.005 0.001 0.015
H 0.24935 -5.42858 -0.00014 0.008 0.006 -0.019
Se 1.63501 0.41253 1.09027 0.219 -0.021 0.505
C 2.70451 -0.25808 2.58586 -0.040 0.090 0.048
C 2.95982 0.61284 3.63465 0.025 -0.047 0.034
C 3.74059 0.16526 4.68990 -0.005 0.026 -0.009
N 4.27495 -1.05111 4.74944 0.003 -0.008 -0.010
C 4.06206 -1.85234 3.71224 0.015 -0.021 -0.021
C 3.29596 -1.50491 2.60613 -0.029 0.018 -0.034
H 2.56291 1.61790 3.65782 -0.006 0.007 -0.007
H 3.94607 0.82417 5.52641 0.001 -0.010 0.002
H 4.52475 -2.83213 3.75580 0.002 0.005 0.016
H 3.19155 -2.19855 1.79158 -0.004 -0.033 -0.036
C 2.49922 -1.69223 -5.17800 0.000 -0.006 0.035
N 2.97581 -1.31112 -3.85266 0.021 0.001 0.005
C 4.30468 -1.01700 -3.63108 -0.023 -0.020 -0.035
C 4.77642 -0.66263 -2.42711 0.001 0.016 0.009
C 3.86534 -0.55837 -1.29269 -0.039 0.037 -0.003
O 4.19013 -0.23939 -0.15825 0.036 -0.001 0.020
N 2.54851 -0.84220 -1.59368 0.004 -0.141 -0.003
C 2.12339 -1.23231 -2.79653 -0.140 -0.179 -0.087
O 0.89786 -1.52859 -2.85917 -0.177 -0.101 0.100
H 3.12336 -2.49010 -5.57630 -0.004 0.001 -0.012
H 2.52354 -0.83552 -5.85053 -0.002 -0.002 -0.007
H 1.47764 -2.04497 -5.08278 -0.002 -0.002 -0.003
H 4.93655 -1.10692 -4.50446 0.020 0.012 0.016
H 5.82344 -0.45300 -2.27487 -0.003 0.009 0.001
```
Positions in Å, forces in eV/Å.

Total energy (eV): -292164.316
Total charge: +1
HOMO level (alpha / beta) (eV): -9.206 / -9.076
2S+1: 2
ΔE to the lowest compared entry with this formula, charge and spin (kJ/mol): 43.3
Kohn-Sham gap (alpha / beta) (eV): 6.7 / 6.1

[3]
The following is a DFT calculation (ωB97M-V/def2-TZVPD) of a molecular structure, C36H40P2Zr.

The geometry in XYZ format:
```
79
Properties=species:S:1:pos:R:3:forces:R:3
Zr -1.03879 -2.52949 2.11712 0.426 0.496 1.087
C -0.65639 -5.91794 1.58591 0.325 1.618 -0.382
C -0.03010 -5.01497 0.78984 -0.683 -0.595 0.508
C -0.52841 -4.59609 -0.57411 0.450 -0.196 -0.625
C -1.89817 -3.85787 -0.70331 0.290 0.490 -0.219
C -2.48894 -3.29434 0.59375 -1.785 -2.208 -0.003
C -3.08941 -4.22686 1.49020 -1.298 1.425 -1.802
C -3.23097 -5.69232 1.24985 0.433 -0.556 1.036
C -1.93008 -6.55822 1.19735 -0.393 -1.343 -0.208
C -1.96972 -0.64644 2.58089 0.196 -0.739 -0.241
H -0.29455 -6.12569 2.58707 0.385 -0.231 -0.215
H 0.97359 -4.68907 1.04531 0.016 0.001 0.210
H -0.60422 -5.50038 -1.21642 0.345 0.580 0.231
H 0.25680 -3.92942 -0.97675 -0.397 -0.470 -0.158
H -1.75825 -3.00667 -1.39551 -0.087 -0.431 0.275
H -2.64438 -4.51382 -1.19705 0.273 0.293 0.459
H -3.00521 -2.31322 0.47466 0.295 -0.278 0.618
H -3.80711 -3.86873 2.24305 0.477 0.245 -0.350
H -3.71580 -5.82709 0.26306 -0.138 0.324 0.509
H -3.86497 -6.11353 2.06471 0.234 0.379 -0.867
H -2.06893 -7.43291 1.85498 -0.154 0.414 -0.234
H -1.86169 -7.00380 0.18982 0.214 0.346 0.262
H -2.49531 -0.82292 3.52542 -0.161 0.239 0.000
H -2.65307 -0.30965 1.79765 -0.093 0.261 0.109
H -1.18815 0.10236 2.73104 0.060 0.199 0.045
P 2.29603 1.85512 -0.65596 1.968 1.145 1.030
P -0.15963 2.74636 -0.76879 -1.952 1.010 0.693
C 1.66121 1.68484 -2.31722 -2.075 0.416 -0.679
C 0.37319 2.16791 -2.39453 1.928 -0.448 -0.271
C 3.96406 2.60202 -0.87443 0.260 -0.503 -0.036
C 4.71028 2.52468 -2.05956 0.597 0.370 0.569
C 5.98906 3.10764 -2.10607 -0.331 -0.043 -0.002
C 6.51514 3.76900 -0.99468 -0.284 -0.115 0.114
C 5.75773 3.86883 0.17936 -0.054 -0.065 -0.187
C 4.48227 3.31168 0.23358 -0.090 -0.314 -0.228
C 2.48954 0.16367 -0.04562 0.153 -0.120 -0.524
C 1.37824 -0.53271 0.48445 -0.381 0.045 0.026
C 1.56270 -1.84534 0.88747 -0.125 -0.798 0.049
C 2.78357 -2.51190 0.74397 -0.461 0.080 0.155
C 3.85865 -1.80186 0.22155 0.052 0.242 0.155
C 3.73572 -0.45567 -0.14910 -0.325 -1.050 0.605
C -0.35694 4.56489 -1.10387 -0.175 0.092 -0.503
C 0.79903 5.34164 -1.33625 -0.166 -0.116 0.062
C 0.69111 6.68685 -1.69574 -0.308 0.141 0.033
C -0.57500 7.28035 -1.84964 0.208 -0.341 0.083
C -1.72516 6.50733 -1.64304 0.276 0.163 0.133
C -1.61623 5.16735 -1.26064 0.216 0.192 -0.042
C -1.86423 2.12863 -0.63272 -0.436 0.328 -0.151
C -2.56192 2.40688 0.56317 -0.113 -0.258 -0.245
C -3.90468 2.04412 0.69182 0.189 -0.158 -0.224
C -4.55713 1.39679 -0.37058 0.185 0.088 0.134
C -3.85726 1.10422 -1.54439 0.102 -0.292 0.175
C -2.50183 1.43141 -1.66401 -0.421 0.060 0.382
H 2.26149 1.31816 -3.15419 -0.363 0.136 0.089
H -0.21147 2.33178 -3.31574 0.486 -0.270 0.392
H 4.31233 2.01496 -2.93114 0.149 0.041 0.078
H 6.57631 3.03898 -3.01840 -0.107 0.031 0.135
H 7.50954 4.21577 -1.03839 -0.297 -0.162 -0.021
H 6.15840 4.37971 1.05474 -0.094 -0.070 -0.271
H 3.87647 3.41400 1.14242 0.241 -0.083 -0.371
H 0.38435 -0.06739 0.56577 0.490 0.090 -0.194
H 0.71435 -2.56436 1.21318 1.536 0.769 -0.773
H 2.84453 -3.55826 1.03194 0.307 0.191 -0.116
H 4.80350 -2.30387 0.09704 0.165 -0.091 0.000
H 4.59799 0.09723 -0.52026 -0.253 -0.170 -0.018
H 1.79686 4.89699 -1.24966 -0.351 0.115 0.000
H 1.59769 7.28533 -1.85566 -0.445 -0.330 0.066
H -0.64831 8.33862 -2.12652 -0.021 -0.514 0.097
H -2.71835 6.94930 -1.76640 0.394 -0.141 0.041
H -2.53190 4.60431 -1.09395 0.202 0.019 -0.061
H -2.03692 2.89976 1.38997 -0.235 -0.054 -0.342
H -4.44527 2.26291 1.61349 0.125 -0.021 -0.251
H -5.60824 1.11827 -0.27032 0.306 0.157 -0.101
H -4.36890 0.61187 -2.37022 0.092 0.079 0.170
H -1.93495 1.16490 -2.55284 -0.318 0.128 0.026
C -1.60483 -3.72871 3.85313 0.005 -0.113 -0.556
H -0.79919 -4.45658 4.06350 -0.228 0.421 0.175
H -2.53967 -4.29944 3.72333 0.413 0.119 0.488
H -1.76106 -2.98993 4.65813 0.132 -0.289 -0.033
```
Positions in Å, forces in eV/Å.

Total energy (eV): -57816.741
Total charge: +2
HOMO level (alpha / beta) (eV): -10.611 / -10.605
Kohn-Sham gap (alpha / beta) (eV): 2.3 / 2.3

[4]
The following is a DFT calculation (ωB97M-V/def2-TZVPD) of a molecular structure, C32H24BeBrN5O6Se.

The geometry in XYZ format:
```
70
Properties=species:S:1:pos:R:3:forces:R:3
Be 0.20374 -0.21424 0.42108 0.264 -0.182 0.138
O 1.97551 -0.17359 0.13180 -0.075 -0.049 -0.174
C 2.63286 -0.36684 1.41229 0.085 0.102 -0.123
C 1.52166 -0.15820 2.48902 -0.198 -0.122 -0.097
O 1.80106 -0.21836 3.66346 0.076 0.038 0.100
O 0.35178 0.05027 1.97704 -0.016 0.034 0.110
C 3.15604 -1.79238 1.44710 -0.059 -0.020 0.051
C 3.11323 -2.59429 0.31197 0.059 -0.011 -0.016
C 3.57945 -3.90306 0.35738 -0.020 0.024 0.025
C 4.08033 -4.42892 1.53746 -0.012 0.035 0.016
C 4.11929 -3.63119 2.67490 0.008 -0.020 -0.008
C 3.66378 -2.32302 2.63233 -0.028 -0.012 0.033
C 3.67831 0.72688 1.55831 0.023 -0.013 0.039
C 5.03405 0.46783 1.69077 0.045 -0.029 -0.031
C 5.93772 1.51833 1.79262 -0.010 0.010 -0.010
C 5.49400 2.83097 1.75272 -0.017 -0.019 0.000
C 4.13774 3.09620 1.61051 0.027 -0.027 0.003
C 3.23442 2.05030 1.52006 -0.032 0.010 0.029
H 2.27422 0.65999 -0.25485 -0.086 0.053 0.005
H 2.71830 -2.19658 -0.61152 0.012 -0.025 0.018
H 3.56127 -4.50559 -0.54437 0.021 0.029 -0.020
H 4.44326 -5.44825 1.57327 0.007 -0.002 0.006
H 4.50859 -4.02903 3.60335 -0.004 -0.003 -0.005
H 3.68026 -1.70839 3.52263 -0.009 0.000 -0.016
H 5.39250 -0.55322 1.71164 -0.013 0.025 0.012
H 6.99370 1.30539 1.89786 0.000 0.002 0.005
H 6.20101 3.64635 1.83475 -0.001 -0.003 -0.008
H 3.77990 4.11695 1.58046 -0.001 -0.006 0.002
H 2.17328 2.26798 1.43009 0.005 -0.002 -0.002
Br -4.97544 4.96246 -2.21755 -0.013 0.020 -0.003
C -4.00220 3.33612 -2.26851 -0.007 -0.010 -0.005
C -4.50341 2.27251 -3.00368 0.011 -0.019 0.025
C -3.79558 1.07817 -3.02401 -0.011 0.011 0.028
C -2.61329 0.95236 -2.30885 -0.072 -0.028 0.016
C -2.11937 2.03150 -1.58623 -0.042 0.039 0.069
C -2.81255 3.23648 -1.57051 -0.001 -0.030 0.000
C -0.84241 1.91928 -0.78731 0.249 0.050 -0.071
O -0.28124 2.91220 -0.36602 -0.064 0.004 0.131
O -0.42790 0.69991 -0.65132 -0.231 -0.088 -0.223
H -5.43097 2.37910 -3.54922 0.005 -0.001 -0.002
H -4.17664 0.24230 -3.59708 0.003 0.004 -0.006
H -2.06482 0.02018 -2.30033 0.011 0.004 -0.002
H -2.40955 4.06846 -1.00950 0.002 0.001 -0.006
Se -3.24293 -3.95819 0.20796 0.069 -0.304 0.039
N -4.66961 -3.00097 -0.06770 -0.106 0.184 -0.015
C -4.46003 -1.75084 0.33261 -0.090 -0.038 -0.038
C -5.38865 -0.67466 0.25058 -0.026 -0.013 -0.007
C -4.97681 0.52961 0.71296 0.035 0.050 -0.027
C -3.65662 0.68038 1.25059 0.043 0.060 -0.005
N -2.77493 -0.27413 1.35296 -0.001 0.075 0.013
C -3.18099 -1.47457 0.89896 0.038 -0.021 0.080
N -2.40141 -2.55539 0.95759 -0.268 0.126 -0.142
H -6.37139 -0.83695 -0.17054 0.012 -0.014 -0.009
H -5.62599 1.39258 0.66987 0.027 0.034 0.015
H -3.33531 1.65464 1.60527 -0.040 0.014 -0.018
N 0.99720 -6.58708 -0.39718 0.031 0.121 -0.035
C -0.24592 -6.10055 -0.18128 0.089 -0.110 0.038
O -1.24104 -6.79937 -0.12388 -0.059 0.017 0.002
C -0.34983 -4.60944 -0.04066 -0.015 -0.099 -0.116
C -0.32835 -3.80715 -1.22045 0.072 0.075 0.050
C -0.17640 -2.45260 -1.02961 0.229 -0.007 -0.044
N -0.25800 -1.85408 0.16148 -0.089 0.131 -0.077
C -0.85882 -2.61024 1.19782 0.145 0.143 0.171
C -0.51885 -4.04656 1.17938 0.278 -0.157 0.029
H 1.12463 -7.57710 -0.51861 -0.028 -0.015 0.020
H 1.79406 -5.97369 -0.40255 -0.023 -0.013 0.046
H -0.21723 -4.24862 -2.19958 -0.038 -0.009 0.006
H 0.11391 -1.80879 -1.85551 -0.059 0.006 0.010
H -0.71824 -2.11865 2.15659 -0.026 0.031 0.011
H -0.38794 -4.59168 2.10442 -0.094 -0.038 -0.029
```
Positions in Å, forces in eV/Å.

Total energy (eV): -189103.865
Total charge: 0
HOMO level (eV): -8.203
ΔE to the lowest compared entry with this formula, charge and spin (kJ/mol): 32.4
Kohn-Sham gap (eV): 6.1

Number 1: molar mass 117.15 g/mol. Number 2: molar mass 1119.76 g/mol. Number 3: molar mass 625.89 g/mol. Number 4: molar mass 742.45 g/mol.